Entry 1:
This record from the OMol25 dataset describes a 7-piece molecular cluster, C31H66NO22P overall. The level of theory is ωB97M-V/def2-TZVPD.

Element x y z (Å)
P  -2.7984  -1.9399  0.7558
O  -2.4315  1.5716  -7.5344
O  -2.3223  -2.2737  2.3220
O  -4.0544  -2.7514  0.0801
O  5.9622  -4.1872  0.0158
O  3.9682  -9.0860  -0.1824
O  4.0084  -4.1593  1.1462
O  -2.0694  4.2725  8.2238
O  -3.7728  3.3033  -6.9819
O  -1.8922  8.3666  -5.5782
O  4.1001  -10.3187  -1.9530
O  0.1839  9.0368  -4.9955
O  -5.2114  -0.2918  4.1842
O  -0.5903  7.2112  -4.1384
O  -0.2386  3.4227  -4.5515
O  -1.7430  2.8426  -3.1142
O  4.2274  -8.0765  -2.1856
O  -1.8140  2.1185  8.8474
O  -3.4761  2.8094  7.4818
O  -3.1994  2.8330  -9.1141
O  6.0174  -4.2327  2.1760
O  2.0620  -0.5090  5.0128
O  0.4324  2.5611  -2.5719
N  -3.0949  -0.7070  4.9015
C  0.5723  1.6560  2.2570
C  2.0340  0.0970  3.7342
C  -0.4293  2.9075  -3.3375
C  -2.0838  2.3117  -1.8285
C  -3.9841  3.9568  -9.5321
C  5.3222  -4.2534  3.4268
C  4.1098  -9.0652  -1.5068
C  0.8057  -2.0804  -0.1254
C  -0.8684  8.2170  -4.9634
C  -1.6400  6.2413  -4.0080
C  -2.3336  1.2608  -6.1378
C  -0.9164  4.5924  9.0080
C  -3.5145  0.2460  2.6110
C  4.2472  -10.4416  -3.3729
C  1.1441  3.5532  -4.9208
C  1.8230  -1.8933  4.9769
C  0.6665  0.7059  3.4684
C  0.0157  10.1740  -5.8493
C  1.7945  0.2190  0.4177
C  5.2203  -4.1697  -1.2137
C  5.2136  -4.1886  1.1132
C  0.5396  -0.6496  0.3477
C  -3.9684  -0.6012  1.4100
C  3.9591  -7.7862  0.4157
C  -0.0840  -3.1596  0.4932
C  -3.9392  1.4505  7.4030
C  1.6610  1.5516  1.1839
C  -2.4004  2.9782  8.2407
C  -4.0384  -0.2672  3.9356
C  -3.1912  2.6341  -7.7962
C  -1.5580  -3.1837  0.0508
H  -4.8053  1.4714  6.7493
H  1.1300  3.9725  -5.9218
H  -1.0816  4.3386  10.0533
H  -1.5973  -3.0046  -1.0309
H  -1.6776  2.9371  -1.0353
H  -1.8554  5.7744  -4.9662
H  1.8372  -2.3352  0.1446
H  2.6147  -0.3763  0.8318
H  4.8971  -7.2700  0.2155
H  -2.3167  -3.2226  2.4970
H  -0.7800  5.6632  8.8929
H  0.3537  -4.1247  0.2223
H  1.6304  2.5803  -4.9205
H  -2.1664  -0.3547  4.6912
H  2.0924  0.4582  -0.6075
H  -0.8265  10.7786  -5.5188
H  3.1295  -7.1919  0.0378
H  6.0891  -4.2599  4.1945
H  -1.6864  0.3900  -6.0772
H  -3.3132  1.0233  -5.7266
H  -4.2189  1.0912  8.3917
H  2.2624  -0.6527  2.9653
H  -1.9027  2.0960  -5.5951
H  5.9713  -4.1618  -1.9965
H  1.6561  4.2244  -4.2350
H  0.3630  1.2324  4.3781
H  4.2195  -11.5081  -3.5710
H  0.7527  -2.1383  -1.2175
H  2.5936  -2.4185  4.3990
H  0.8439  -2.1277  4.5360
H  0.9424  10.7330  -5.7668
H  -0.1675  -0.1638  -0.3323
H  0.0659  -0.6990  1.3327
H  -3.0337  -1.7176  4.9200
H  4.6998  -5.1430  3.5064
H  4.6964  -3.3680  3.5209
H  -4.9398  -1.0489  1.6302
H  -2.5394  6.7050  -3.6076
H  -0.4034  1.5077  1.7807
H  2.6281  1.7734  1.6442
H  -3.1745  0.8070  6.9795
H  -0.0436  4.0543  8.6429
H  -1.2616  5.5061  -3.3023
H  -5.0243  3.8246  -9.2417
H  3.4320  -9.9353  -3.8857
H  -0.1511  9.8587  -6.8774
H  0.5708  2.6887  2.6138
H  -4.1202  0.0781  0.5654
H  -3.9346  1.2492  2.4905
H  -0.0351  -0.1251  3.3517
H  4.5968  -5.0581  -1.2973
H  3.8443  -7.9483  1.4830
H  -1.7026  1.2969  -1.7243
H  4.5985  -3.2784  -1.2679
H  -0.0060  -3.0898  1.5825
H  -4.2751  -3.5491  0.5716
H  2.8308  0.8442  3.7008
H  1.8422  -2.2588  6.0021
H  -3.6022  4.8747  -9.0898
H  -1.9546  -4.1965  0.2017
H  -2.2128  -0.9318  -0.0731
H  1.4889  2.3606  0.4700
H  5.1953  -10.0165  -3.6958
H  -3.1686  2.3140  -1.7877
H  -3.8897  3.9844  -10.6129
H  -2.4330  0.3539  2.6440

Summary:
LUMO energy, eV: 0.09
DFT total energy, eV: -89040.779
Multiplicity: 1
HOMO, eV: -9.183
Structure (SMILES): COCCCCCCCCC[PH](O)(O)CCC(N)=O.COC(=O)OC.COC(=O)OC.COC(=O)OC.COC(=O)OC.COC(=O)OC.COC(=O)OC

=====

Entry 2:
This record from the OMol25 dataset describes one molecule with the formula C17H21N5O4. The level of theory is ωB97M-V/def2-TZVPD.

Element x y z (Å)
O  -5.5368  -1.8282  1.2037
O  -0.1091  -0.0947  -2.4126
O  3.3922  -2.4205  1.7084
O  -0.9919  3.0655  0.7566
N  3.1393  0.8714  0.7255
N  2.6384  -0.3999  -1.0463
N  1.0351  2.0719  0.8582
N  4.8534  -0.5365  -0.0883
N  -0.5355  1.4652  -0.7925
C  -3.9776  -1.4227  -0.6328
C  4.7667  -2.5030  1.4346
C  -1.8795  1.6529  -1.3502
C  -0.2180  2.2474  0.3058
C  -5.8325  -3.1050  0.6948
C  0.2685  0.5089  -1.4226
C  1.5314  0.3874  -0.7730
C  -2.8621  0.7154  -0.7010
C  1.4378  2.8573  2.0035
C  -4.4025  0.2125  1.0753
C  1.8836  1.1592  0.3191
C  5.1237  -1.9594  0.0395
C  -3.5225  1.0815  0.4676
C  3.5627  -0.0690  -0.1153
C  2.7217  -1.3377  -2.1319
C  -3.0944  -0.5422  -1.2351
C  -4.6432  -1.0492  0.5287
H  3.6910  -1.2530  -2.6238
H  2.5733  -2.3601  -1.7754
H  5.0191  -3.5647  1.4844
H  -6.2669  -3.0477  -0.3088
H  1.4373  2.2397  2.9028
H  -4.9231  0.4864  1.9794
H  3.1384  -1.4919  1.7807
H  6.1882  -2.1134  -0.1491
H  -6.5639  -3.5332  1.3786
H  0.7257  3.6719  2.1180
H  -2.5732  -0.8421  -2.1319
H  5.3494  -1.9666  2.1974
H  5.3826  0.0067  0.5859
H  -1.8064  1.4495  -2.4202
H  2.4426  3.2411  1.8355
H  1.9237  -1.1019  -2.8350
H  -2.1632  2.6914  -1.1738
H  4.5501  -2.5011  -0.7110
H  -4.9443  -3.7450  0.6697
H  -3.3350  2.0526  0.8997
H  -4.1360  -2.3918  -1.0795

Summary:
LUMO energy, eV: 0.63
DFT total energy, eV: -33611.744
Multiplicity: 1
HOMO, eV: -7.984
Structure (SMILES): COc1ccc(Cn2c(=O)c3c(nc(NCCO)n3C)n(C)c2=O)cc1

=====

Entry 3:
This record from the OMol25 dataset describes C6H3FO8Y as an isolated structure. The level of theory is ωB97M-V/def2-TZVPD.

Element x y z (Å)
Y  -0.3189  -2.3927  -2.1394
F  -3.6096  -0.0428  -1.0067
O  1.6171  -1.4107  -1.4131
O  -2.0351  -1.5566  -1.0353
O  3.5645  -0.5428  -0.6891
O  2.8952  1.0974  0.5875
O  -2.7058  -0.1563  3.2336
O  5.1078  0.8220  0.2466
O  -3.4425  -0.6934  1.1886
O  -1.8890  0.8620  1.4273
C  1.7721  0.6943  -0.1729
C  -2.7664  0.0244  2.0350
C  -2.4848  -0.5453  -0.3669
C  -1.5707  0.4906  0.1106
C  3.9727  0.4648  0.1383
C  2.2016  -0.4630  -0.8420
H  -0.1161  0.5017  0.0252
H  1.3301  1.5351  -0.7162
H  -1.5222  1.3113  -0.6112

Summary:
LUMO energy (spin up / spin down), eV: -8.01 / -8.01
DFT total energy, eV: -26398.636
Net charge: +1
Multiplicity: 1
HOMO (spin up / spin down), eV: -11.932 / -11.932

=====

Record-wise molecular weight values, in g/mol: 835.828 359.386 310.986
Record-wise energy above the lowest of the compared OMol25 structures with the same formula, charge and spin values, in kJ/mol: 0.0 62.5 389.6